(1)
Formula: C6H9Cl2ErO3PTl
Source: OMol25
Level of theory: ωB97M-V with the def2-TZVPD basis set

```
! wB97M-V def2-TZVPD RIJCOSX def2/J DEFGRID3
* xyz 4 4
H -0.760 -0.677 3.752
H -2.440 -0.281 1.649
H -1.849 -0.336 -0.030
H 0.929 -0.070 3.736
C -1.713 0.142 0.947
C -0.075 0.057 3.306
Cl 0.603 1.551 -1.756
O 1.621 -1.503 -4.632
H -0.423 1.070 3.548
P -0.002 -0.137 1.497
H -1.891 1.214 0.835
Cl -1.432 -1.779 -2.148
C 0.693 -0.959 -4.206
Er -1.023 0.359 -3.270
C 0.274 1.522 -4.982
O 1.632 3.842 0.886
Tl 2.492 0.150 0.283
H 1.178 -2.277 1.456
C 1.626 2.726 1.113
C 0.139 -1.956 1.299
O 1.097 2.042 -5.603
H -0.505 -2.455 2.033
H -0.171 -2.246 0.287
*
```

Summary:
HOMO-LUMO gap (spin up / spin down) = 4.3 / 4.3 eV
⟨S²⟩ = 3.7528
HOMO level (spin up / spin down) = -24.4 / -24.4 eV
E_LUMO (spin up / spin down) = -20.12 / -20.12 eV

Results of the Löwdin charge analysis, in e, for atoms 1 through 4: 0.14, 0.14, -0.02, 0.10

=====

(2)
Formula: C13H18N4O12S2SeTa
Source: OMol25
Level of theory: ωB97M-V with the def2-TZVPD basis set

```
! wB97M-V def2-TZVPD RIJCOSX def2/J DEFGRID3
* xyz -1 1
H -0.532 -6.687 -1.968
O -1.876 0.759 1.474
O -2.339 -1.595 1.079
C 1.612 2.761 -1.501
O -2.991 -0.330 -0.950
H 0.251 -5.178 1.149
N 1.087 0.499 -0.375
C -0.372 -5.098 -0.930
H 0.769 0.956 -2.390
C 1.005 3.685 2.047
C 0.274 -2.366 1.653
C -0.175 -3.199 0.469
Ta -1.134 -0.301 -0.085
Se -2.796 -0.470 2.285
C 1.491 1.222 -1.626
H 0.075 3.796 -0.577
H 2.513 1.606 2.634
C -0.672 -4.261 -2.005
O -2.142 -0.846 3.686
H 2.693 3.506 0.716
H 2.774 1.516 0.333
H -0.825 -4.628 -3.012
O 0.151 -1.093 1.397
H 1.303 -0.468 -0.614
H 1.238 0.405 2.690
O -4.457 1.622 -0.840
H 1.218 3.180 -2.430
C 1.693 3.945 0.702
C -0.733 -2.909 -1.757
O -0.668 -0.635 -2.178
C -0.072 -4.559 0.325
O -0.300 -6.439 -1.064
C 2.066 0.800 0.741
H -0.293 2.087 1.917
O -3.559 0.880 -3.002
C -0.816 -1.781 -2.769
H 2.467 0.826 -1.928
C 1.589 1.274 2.141
N 0.613 2.320 2.292
H 0.100 4.296 2.102
H 1.842 5.030 0.575
H 2.671 3.033 -1.469
S -3.386 1.040 -1.589
O -0.894 -2.008 -3.952
N 0.941 3.330 -0.363
O -4.342 -0.122 2.257
H 2.631 -0.118 0.927
H 1.669 4.034 2.850
N -0.548 -2.423 -0.543
O 0.791 -2.869 2.620
S -1.603 1.975 -1.147
*
```

Summary:
HOMO-LUMO gap = 7.5 eV
HOMO level = -6.0 eV
E_LUMO = 1.55 eV

Results of the natural (NBO) charge analysis, in e, for atoms 1 through 4: 0.49, -1.04, -1.05, -0.23

=====

(3)
Formula: C5H9FO
Source: OMol25
Level of theory: ωB97M-V with the def2-TZVPD basis set

```
! wB97M-V def2-TZVPD RIJCOSX def2/J DEFGRID3
* xyz 0 1
H 1.655 -0.784 1.795
H -1.777 0.075 -1.194
H 0.014 1.101 1.264
C 1.462 -1.182 0.836
C -0.233 0.810 0.237
C 1.333 0.600 -2.585
C 0.979 -0.085 -0.087
H 0.989 1.689 -2.703
H 2.446 -1.633 0.506
H -0.134 1.781 -0.178
H -2.449 0.989 0.232
H -1.788 -0.790 0.579
O 1.396 0.027 -1.341
C -1.598 0.191 -0.099
F 2.460 0.364 -3.338
H 0.733 -1.927 1.070
*
```

Summary:
HOMO-LUMO gap (spin up / spin down) = 8.7 / 7.8 eV
HOMO level (spin up / spin down) = -7.8 / -7.0 eV
energy above the lowest of the compared OMol25 structures with the same formula, charge and spin = 107.8 kcal per mole
E_LUMO (spin up / spin down) = 0.90 / 0.71 eV

Results of the natural (NBO) charge analysis, in e, for atoms 1 through 4: 0.22, 0.23, 0.22, -0.68

=====

(4)
Formula: C17H18N2S
Source: OMol25
Level of theory: ωB97M-V with the def2-TZVPD basis set

```
! wB97M-V def2-TZVPD RIJCOSX def2/J DEFGRID3
* xyz 0 1
H -2.139 -2.650 2.619
C 2.203 -0.089 0.333
C 3.820 -1.678 -0.474
C 2.978 0.017 -1.943
H 1.506 1.498 1.573
C -0.593 2.572 0.786
H 0.053 -1.631 0.119
H -0.965 4.644 0.474
C 1.298 0.440 1.422
H 4.456 -2.533 -0.296
H 4.415 -1.462 -2.519
H -2.340 4.251 -1.563
H 1.495 -0.086 2.363
H 1.546 1.363 -1.096
C -0.769 1.240 0.374
H -0.063 -1.630 1.884
C -1.636 1.031 -0.719
H -2.323 -0.208 -2.194
H 2.956 0.489 -2.914
C -2.367 -2.684 1.557
C -0.443 -1.149 0.975
N -2.016 -0.221 -1.227
C 2.187 0.509 -0.922
C -1.919 3.425 -1.011
H -3.434 -2.851 1.431
C -2.319 -1.351 -0.569
C 3.023 -1.188 0.546
H -2.462 -0.540 1.384
S -2.967 -2.615 -1.392
H -2.797 1.937 -2.259
H -0.007 2.766 1.671
H -1.839 -3.520 1.104
C 3.797 -1.078 -1.721
H 3.040 -1.662 1.517
N -0.106 0.253 1.085
C -2.167 2.127 -1.401
C -1.959 -1.379 0.886
C -1.142 3.641 0.116
*
```

Summary:
HOMO-LUMO gap = 8.4 eV
HOMO level = -7.7 eV
energy above the lowest of the compared OMol25 structures with the same formula, charge and spin = 0.0 kcal per mole
SMILES = C[C@H]1CN(Cc2ccccc2)c2ccccc2NC1=S
E_LUMO = 0.66 eV

Results of the natural (NBO) charge analysis, in e, for atoms 1 through 4: 0.21, 0.05, -0.20, -0.19

=====

(5)
Formula: H37O19
Source: OMol25
Level of theory: ωB97M-V with the def2-TZVPD basis set

```
! wB97M-V def2-TZVPD RIJCOSX def2/J DEFGRID3
* xyz 0 2
H 0.436 -1.502 0.371
H 4.412 -0.978 -2.317
H 1.742 -2.274 2.299
H -1.324 4.282 -1.480
O -0.467 0.314 -1.286
O 0.330 -3.587 2.947
O 0.513 4.004 -0.849
H -3.047 1.415 3.769
H 0.550 2.625 -2.998
H -2.265 2.200 1.496
O 0.710 -3.810 -2.478
H -2.524 -2.831 -3.556
O 3.479 3.831 0.773
H 4.332 -1.869 -0.949
H -3.166 0.939 1.023
H -1.492 -4.265 -0.331
H 0.613 0.667 -0.130
H 0.207 3.555 -0.055
O 2.512 1.906 2.733
H -2.139 -3.252 0.693
O -2.734 1.388 1.689
H 1.867 2.613 2.678
H 1.521 3.250 -2.142
H 2.142 1.071 2.469
H -1.656 -0.525 1.574
O 1.128 0.854 0.685
H -2.465 3.308 -1.562
O 4.756 -1.170 -1.446
O -2.229 1.670 -2.277
O 2.704 -2.378 2.277
H -0.487 -3.295 2.525
O -2.246 4.192 -1.203
H -1.904 1.647 -3.164
O -2.797 -0.962 -0.933
H -1.843 -0.708 -0.960
O -2.101 -2.844 -2.699
H -1.635 1.312 -1.573
H -1.829 0.534 3.954
O -1.011 -1.239 1.633
O -2.674 0.732 4.328
H 0.100 -4.144 -3.145
H 3.941 3.571 -0.035
H -3.260 -0.133 -0.915
O 1.164 -1.855 -0.183
O -2.116 -4.158 0.389
H 1.771 -1.197 0.185
H -2.531 -2.240 -2.072
O 1.508 2.715 -2.965
H 0.612 -4.230 2.281
H -0.130 -0.106 -2.107
H 3.051 2.970 0.892
H 1.425 4.220 -0.613
H 2.746 -3.331 2.395
H 1.847 1.393 0.339
H -0.150 -0.950 1.941
H 0.104 -3.343 -1.917
*
```

Summary:
HOMO-LUMO gap (spin up / spin down) = 10.4 / 5.7 eV
⟨S²⟩ = 0.7553
HOMO level (spin up / spin down) = -11.3 / -11.3 eV
energy above the lowest of the compared OMol25 structures with the same formula, charge and spin = 0.0 kcal per mole
E_LUMO (spin up / spin down) = -0.96 / -5.55 eV

Results of the natural (NBO) charge analysis, in e, for atoms 1 through 4: 0.46, 0.48, 0.47, 0.48

=====

(6)
Formula: C12H30B2F8KN2
Source: OMol25
Level of theory: ωB97M-V with the def2-TZVPD basis set

```
! wB97M-V def2-TZVPD RIJCOSX def2/J DEFGRID3
* xyz -1 1
C 0.938 4.329 0.432
H 2.366 0.155 0.136
H 2.113 -2.071 -0.773
H 0.498 -4.254 0.639
H 0.727 -2.901 2.428
H -0.599 1.706 -2.856
B -1.151 -2.706 -3.785
H -3.379 1.986 1.721
C 1.866 -2.536 0.181
F -1.850 -3.772 -3.212
C 0.758 -3.540 -0.143
H -3.174 1.745 -0.064
H 0.676 5.020 -0.368
C -1.402 2.483 1.024
B -3.698 -2.321 -0.914
H -0.122 -1.544 3.946
H 2.234 -2.413 2.867
F -0.614 -3.027 -5.052
H 2.816 -3.021 0.404
H -1.600 3.538 1.213
N -0.607 2.357 -0.213
H 4.146 -1.199 2.181
F -2.181 -1.796 -3.929
H -0.232 -3.096 -0.251
H -0.932 2.117 1.936
H -0.829 3.409 -3.546
C -2.708 1.679 0.919
F -0.270 -2.114 -2.909
C 0.783 2.810 0.110
K -0.809 -0.757 -0.552
F -4.607 -2.461 0.131
H 4.547 0.032 0.940
H 0.128 -0.099 2.978
C -1.227 3.136 -1.352
N 1.537 -1.443 1.062
H 2.159 0.471 1.866
C 3.892 -0.801 1.199
C 1.335 -1.996 2.413
H 1.308 2.222 0.863
C 0.620 -0.989 3.372
C -0.555 2.783 -2.697
H 2.001 4.549 0.534
H -2.245 2.783 -1.516
H -2.459 0.621 1.009
H 4.059 -1.592 0.467
H 1.361 -0.605 4.073
F -2.563 -2.997 -0.672
C 2.448 -0.280 1.132
H 0.970 -4.101 -1.053
H 0.576 4.687 1.396
H -1.213 4.208 -1.151
H 0.524 2.933 -2.672
F -4.338 -2.877 -1.965
H 1.392 2.631 -0.777
F -3.414 -1.084 -1.149
*
```

Summary:
HOMO-LUMO gap = 8.6 eV
HOMO level = -6.9 eV
E_LUMO = 1.77 eV

Results of the natural (NBO) charge analysis, in e, for atoms 1 through 4: -0.66, 0.19, 0.20, 0.20